No. 1
Formula: C18H24Cl2InN2O
Source: OMol25
Level of theory: ωB97M-V/def2-TZVPD

Results
* DFT total energy: -54303.3146 eV
* LUMO energy: 2.084 eV
* frontier orbital gap: 0.12204 Ha
* HOMO level: -1.2 eV

Geometry as ORCA input:
```
! wB97M-V def2-TZVPD RIJCOSX def2/J DEFGRID3
* xyz -1 1
In 0.044 2.845 -0.217
Cl -2.189 3.533 -0.546
Cl 1.566 4.162 1.031
C 1.973 -0.910 -3.395
H 1.491 -1.260 -2.473
H 2.855 -0.326 -3.114
C -0.309 -0.162 -4.005
C 1.075 -0.070 -4.148
H -0.755 -1.096 -3.646
C 1.650 1.088 -4.935
H 2.344 -1.815 -3.902
C 0.808 2.359 -4.741
H 2.695 1.258 -4.640
H 1.670 0.835 -6.011
C -0.662 2.109 -5.067
H 0.907 2.683 -3.693
H 1.199 3.164 -5.376
C -1.255 0.977 -4.205
H -1.236 3.033 -4.921
H -0.759 1.828 -6.125
H -1.558 1.399 -3.222
H -2.187 0.616 -4.673
C 0.567 -1.954 4.422
N 0.821 -0.861 3.512
N -0.167 -0.330 2.759
C 0.370 0.579 1.900
O -0.417 1.176 1.065
C 1.759 0.623 2.176
C 2.000 -0.313 3.156
C 3.273 -0.737 3.781
C -1.505 -0.826 2.800
C -2.227 -0.734 3.993
C -3.480 -1.339 4.071
C -4.000 -2.021 2.959
C -3.273 -2.076 1.761
C -2.030 -1.451 1.669
H 1.516 -2.221 4.891
H 0.176 -2.843 3.904
H -0.138 -1.666 5.210
H 2.431 1.310 1.677
H 3.407 -0.314 4.789
H 3.366 -1.829 3.859
H 4.102 -0.375 3.161
H -1.791 -0.196 4.838
H -4.045 -1.273 5.002
H -4.979 -2.504 3.025
H -3.670 -2.605 0.893
H -1.435 -1.474 0.752
*
```

***

No. 2
Formula: H18O9
Source: OMol25
Level of theory: ωB97M-V/def2-TZVPD

Results
* DFT total energy: -18719.3263 eV
* LUMO energy: 0.247 eV
* energy above the lowest of the compared OMol25 structures with the same formula, charge and spin: 64.8 kcal per mole
* SMILES: O.O.O.O.O.O.O.O.O
* frontier orbital gap: 0.39980 Ha
* HOMO level: -10.6 eV

Geometry as ORCA input:
```
! wB97M-V def2-TZVPD RIJCOSX def2/J DEFGRID3
* xyz 0 1
O 0.210 -0.380 0.983
H -0.319 0.248 0.479
H 1.106 -0.249 0.656
O 2.539 -0.684 -2.255
H 2.836 -1.005 -3.114
H 3.350 -0.407 -1.814
O -1.426 -2.953 -0.404
H -0.795 -2.349 0.004
H -2.194 -2.918 0.177
O 2.036 -1.900 2.428
H 2.807 -1.484 2.829
H 1.403 -1.968 3.152
O -1.857 0.636 -0.539
H -2.475 0.935 -1.216
H -2.418 0.432 0.217
O 4.158 0.940 0.203
H 4.110 1.542 -0.549
H 3.396 1.178 0.742
O -4.565 -0.640 -0.494
H -5.401 -1.101 -0.358
H -4.747 0.264 -0.213
O -1.725 3.141 1.372
H -1.141 3.639 1.955
H -1.126 2.596 0.849
O 0.794 1.211 -1.787
H 0.955 0.443 -2.347
H 0.488 0.834 -0.955
*
```

***

No. 3
Formula: C40H66BN8OP2Ti
Source: OMol25
Level of theory: ωB97M-V/def2-TZVPD

Results
* DFT total energy: -98889.6088 eV
* LUMO energy (alpha / beta): -2.153 / -2.148 eV
* energy above the lowest of the compared OMol25 structures with the same formula, charge and spin: 0.0 kcal per mole
* frontier orbital gap (alpha / beta): 0.21543 / 0.24680 Ha
* HOMO level (alpha / beta): -8.0 / -8.9 eV

Geometry as ORCA input:
```
! wB97M-V def2-TZVPD RIJCOSX def2/J DEFGRID3
* xyz 1 3
Ti -0.065 0.414 -1.355
C -1.973 -2.513 4.447
C -1.735 -1.078 3.965
C -0.214 -0.841 3.951
C -2.358 -0.117 4.976
P -2.269 -0.916 2.155
C -2.425 0.931 1.904
N -1.130 1.579 1.828
B -0.119 1.334 0.808
N 0.969 2.202 1.244
C 2.221 2.421 0.572
P 2.517 1.068 -0.657
C 3.714 1.941 -1.834
C 2.837 2.800 -2.755
C 4.451 0.928 -2.715
C 4.741 2.863 -1.166
C 3.461 -0.202 0.374
C 4.825 0.249 0.895
C 3.636 -1.488 -0.440
C 2.571 -0.542 1.579
C 0.602 2.941 2.362
C 1.288 3.917 3.063
C 0.643 4.541 4.129
C -0.661 4.201 4.461
C -1.354 3.221 3.753
C -0.711 2.571 2.712
C -4.073 -1.451 1.960
C -5.050 -1.037 3.058
C -4.557 -0.862 0.624
C -4.091 -2.977 1.792
H -1.480 -2.644 5.415
H -3.031 -2.731 4.590
H -1.554 -3.252 3.762
H 0.192 -1.050 4.945
H 0.282 -1.498 3.234
H 0.036 0.188 3.695
H -1.872 -0.263 5.946
H -2.204 0.923 4.703
H -3.423 -0.289 5.116
H -2.935 1.063 0.949
H -3.046 1.400 2.668
H 2.221 3.376 0.029
H 3.050 2.471 1.286
H 2.263 3.547 -2.203
H 3.476 3.331 -3.465
H 2.138 2.180 -3.319
H 3.760 0.240 -3.207
H 4.993 1.467 -3.496
H 5.182 0.348 -2.154
H 4.277 3.616 -0.530
H 5.470 2.318 -0.573
H 5.289 3.397 -1.947
H 5.564 0.335 0.099
H 4.775 1.200 1.427
H 5.195 -0.499 1.601
H 4.224 -1.349 -1.346
H 4.150 -2.232 0.175
H 2.664 -1.899 -0.713
H 2.481 0.293 2.275
H 1.562 -0.820 1.267
H 3.022 -1.381 2.119
H 2.296 4.201 2.785
H 1.160 5.306 4.693
H -1.155 4.710 5.278
H -2.381 3.000 4.013
H -5.008 0.035 3.256
H -6.073 -1.278 2.751
H -4.861 -1.564 3.992
H -4.821 0.193 0.713
H -3.793 -0.962 -0.153
H -5.452 -1.399 0.298
H -3.707 -3.506 2.663
H -5.117 -3.317 1.622
H -3.493 -3.270 0.924
N -0.672 1.528 -4.518
C -0.694 2.610 -3.624
C -1.043 3.850 -4.167
C -1.117 4.947 -3.340
C -0.830 4.785 -1.989
C -0.492 3.530 -1.540
N -0.429 2.441 -2.333
C 0.117 0.394 -4.573
C 0.270 -0.219 -5.830
C 1.043 -1.346 -5.935
C 1.670 -1.852 -4.794
C 1.461 -1.198 -3.606
N 0.683 -0.104 -3.476
H -1.024 1.788 -5.425
H -1.240 3.941 -5.227
H -1.383 5.915 -3.741
H -0.872 5.613 -1.296
H -0.268 3.350 -0.497
H -0.208 0.210 -6.701
H 1.176 -1.824 -6.897
H 2.306 -2.724 -4.836
H 1.920 -1.541 -2.689
N -3.930 -0.480 -3.192
C -2.676 -0.759 -2.763
N -2.137 -1.936 -3.143
O -2.058 0.062 -2.067
H -4.542 -1.217 -3.497
H -4.361 0.331 -2.781
H -2.579 -2.538 -3.815
H -1.205 -2.145 -2.826
C 1.628 -4.678 -0.281
C 0.200 -4.177 -0.032
C -0.807 -4.977 -0.872
C -0.150 -4.274 1.456
C 0.110 -2.768 -0.454
N 0.047 -1.672 -0.804
H 1.681 -5.732 -0.006
H 2.346 -4.127 0.325
H 1.909 -4.581 -1.331
H -0.773 -6.023 -0.570
H -0.564 -4.921 -1.935
H -1.821 -4.606 -0.720
H -0.093 -5.318 1.765
H -1.155 -3.899 1.644
H 0.548 -3.693 2.059
*
```

***

No. 4
Formula: C21H30NO8P
Source: OMol25
Level of theory: ωB97M-V/def2-TZVPD

Results
* DFT total energy: -49418.0646 eV
* LUMO energy: -1.710 eV
* SMILES: O=CCC1=C(c2ccncc2)C(=O)C([PH2]=O)=CC1=O.COCCOC.COCCOC
* frontier orbital gap: 0.27080 Ha
* HOMO level: -9.1 eV

Geometry as ORCA input:
```
! wB97M-V def2-TZVPD RIJCOSX def2/J DEFGRID3
* xyz 0 1
O 2.556 -2.866 -0.081
C 1.426 -2.510 0.119
C 0.544 -1.824 -0.917
C 0.830 -0.345 -0.956
C -0.069 0.631 -0.771
C -1.527 0.443 -0.567
C -2.294 -0.336 -1.423
C -3.652 -0.465 -1.174
N -4.269 0.122 -0.157
C -3.537 0.879 0.652
C -2.174 1.074 0.487
C 0.414 2.065 -0.830
O -0.289 2.951 -1.237
C 1.834 2.302 -0.387
P 2.337 3.828 0.453
O 1.617 5.074 0.145
C 2.718 1.335 -0.635
C 2.242 0.069 -1.279
O 2.933 -0.560 -2.040
H 0.962 -2.653 1.117
H 0.718 -2.282 -1.894
H -0.497 -1.973 -0.620
H -1.853 -0.821 -2.287
H -4.267 -1.069 -1.833
H -4.068 1.371 1.460
H -1.637 1.714 1.179
H 2.289 3.435 1.804
H 3.721 3.804 0.197
H 3.781 1.427 -0.432
C 5.487 -4.052 -0.664
O 6.569 -4.292 -1.551
C 7.712 -3.506 -1.280
C 8.774 -4.277 -0.525
O 8.346 -4.649 0.774
C 7.902 -5.989 0.865
H 4.741 -4.821 -0.851
H 5.808 -4.109 0.379
H 5.034 -3.076 -0.853
H 7.435 -2.610 -0.713
H 8.130 -3.183 -2.239
H 9.660 -3.645 -0.412
H 9.062 -5.164 -1.100
H 8.744 -6.687 0.793
H 7.175 -6.226 0.084
H 7.431 -6.107 1.839
C -9.283 3.536 1.685
O -8.461 4.607 1.262
C -7.242 4.708 1.975
C -6.081 4.114 1.207
O -6.220 2.716 1.026
C -6.687 2.351 -0.262
H -10.090 3.443 0.960
H -8.729 2.595 1.727
H -9.716 3.739 2.670
H -7.328 4.217 2.950
H -7.046 5.770 2.147
H -5.160 4.289 1.772
H -5.982 4.616 0.238
H -5.903 2.499 -1.012
H -7.569 2.930 -0.547
H -6.936 1.293 -0.229
*
```

***

No. 5
Formula: C16H16N4O2Pd
Source: OMol25
Level of theory: ωB97M-V/def2-TZVPD

Results
* DFT total energy: -30387.9386 eV
* LUMO energy: 0.552 eV
* energy above the lowest of the compared OMol25 structures with the same formula, charge and spin: 1.6 kcal per mole
* frontier orbital gap: 0.27691 Ha
* HOMO level: -7.0 eV

Geometry as ORCA input:
```
! wB97M-V def2-TZVPD RIJCOSX def2/J DEFGRID3
* xyz 0 1
Pd -0.197 -0.035 1.030
O -0.298 0.292 -1.022
C -1.305 0.186 -1.823
C -1.076 0.366 -3.214
C -2.079 0.253 -4.141
C -3.386 -0.047 -3.738
C -3.637 -0.217 -2.398
C -2.635 -0.103 -1.418
C -2.994 -0.267 -0.013
N -2.229 -0.248 1.080
C -3.052 -0.433 2.173
C -4.327 -0.569 1.749
N -4.277 -0.464 0.378
H -0.060 0.592 -3.510
H -1.856 0.394 -5.192
H -4.183 -0.144 -4.461
H -4.656 -0.452 -2.114
H -2.646 -0.421 3.166
H -5.246 -0.721 2.283
H -5.065 -0.499 -0.241
C 1.388 -0.861 3.482
C 0.089 -0.232 2.984
O -0.706 0.140 3.819
H 1.331 -0.971 4.564
H 2.239 -0.229 3.222
H 1.550 -1.835 3.018
N 5.737 0.811 -0.614
C 4.459 0.608 -0.192
C 3.593 1.678 0.055
C 2.305 1.424 0.464
N 1.825 0.189 0.660
C 2.644 -0.836 0.402
C 3.944 -0.681 -0.016
H 6.123 1.736 -0.625
H 6.377 0.041 -0.674
H 3.919 2.700 -0.082
H 1.612 2.234 0.640
H 2.223 -1.823 0.532
H 4.552 -1.554 -0.213
*
```

***

No. 6
Formula: C8H17N3O3
Source: OMol25
Level of theory: ωB97M-V/def2-TZVPD

Results
* DFT total energy: -19183.2701 eV
* LUMO energy: 0.455 eV
* energy above the lowest of the compared OMol25 structures with the same formula, charge and spin: 40.1 kcal per mole
* SMILES: NCCCC[C@H](NC(=O)CN)C(=O)O
* frontier orbital gap: 0.34123 Ha
* HOMO level: -8.8 eV

Geometry as ORCA input:
```
! wB97M-V def2-TZVPD RIJCOSX def2/J DEFGRID3
* xyz 0 1
N -3.244 -0.102 -0.441
C -2.744 -1.264 0.250
C -1.122 -1.146 0.321
C -0.316 -1.723 -0.858
C 1.189 -1.479 -0.653
C 1.584 -0.060 -0.201
N 1.054 0.986 -0.989
C -0.026 1.842 -0.786
O -0.616 2.219 -1.780
C -0.449 2.310 0.632
N 0.244 1.567 1.716
C 3.048 -0.085 -0.171
O 3.567 0.479 -1.123
O 3.554 -0.741 0.902
H -2.831 0.127 -1.341
H -3.003 0.754 0.153
H -3.115 -1.278 1.227
H -3.190 -2.130 -0.226
H -0.774 -1.567 1.341
H -0.955 0.050 0.454
H -0.492 -1.229 -1.815
H -0.436 -2.789 -0.992
H 1.540 -1.832 -1.644
H 1.571 -2.215 0.120
H 1.236 0.114 0.855
H 1.161 0.921 -1.995
H -1.498 2.002 0.776
H -0.487 3.309 0.806
H -0.147 1.655 2.702
H 1.231 1.911 1.870
H 4.467 -0.609 0.891
*
```

***

No. 7
Formula: C5H11N3O2
Source: OMol25
Level of theory: ωB97M-V/def2-TZVPD

Results
* DFT total energy: -13927.0767 eV
* LUMO energy: 0.754 eV
* energy above the lowest of the compared OMol25 structures with the same formula, charge and spin: 60.0 kcal per mole
* SMILES: C/N=C(\[O-])[N@@+](C)(N)C(C)=O
* frontier orbital gap: 0.36445 Ha
* HOMO level: -9.2 eV

Geometry as ORCA input:
```
! wB97M-V def2-TZVPD RIJCOSX def2/J DEFGRID3
* xyz 0 1
C -2.169 1.712 -0.018
N -1.051 0.794 0.047
C 0.097 1.140 0.535
O 0.670 2.104 1.005
N 0.873 -0.232 0.475
C 2.018 -0.177 -0.458
N 1.360 -0.637 1.769
C -0.406 -1.146 0.051
C -0.495 -1.480 -1.412
O -0.864 -1.818 0.934
H -2.414 1.949 -1.058
H -3.048 1.248 0.435
H -1.955 2.646 0.509
H 2.471 -1.164 -0.523
H 2.735 0.537 -0.056
H 1.679 0.168 -1.431
H 0.570 -1.113 2.209
H 1.538 0.231 2.272
H -1.523 -1.784 -1.602
H -0.246 -0.647 -2.061
H 0.159 -2.331 -1.622
*
```

***

No. 8
Formula: CH3NO2
Source: OMol25
Level of theory: ωB97M-V/def2-TZVPD

Results
* DFT total energy: -6668.9677 eV
* LUMO energy: 0.849 eV
* energy above the lowest of the compared OMol25 structures with the same formula, charge and spin: 62.2 kcal per mole
* SMILES: O=CNO
* frontier orbital gap: 0.38955 Ha
* HOMO level: -9.8 eV

Geometry as ORCA input:
```
! wB97M-V def2-TZVPD RIJCOSX def2/J DEFGRID3
* xyz 0 1
O 1.367 -0.612 0.022
C 0.778 0.486 -0.027
N -0.573 0.603 -0.042
O -1.394 -0.498 -0.011
H 1.321 1.467 -0.014
H -1.041 1.432 0.305
H -0.727 -1.159 0.083
*
```

***

No. 9
Formula: C22H38O3P2PbS
Source: OMol25
Level of theory: ωB97M-V/def2-TZVPD

Results
* DFT total energy: -64231.3668 eV
* LUMO energy: -0.480 eV
* energy above the lowest of the compared OMol25 structures with the same formula, charge and spin: 0.0 kcal per mole
* frontier orbital gap: 0.27355 Ha
* HOMO level: -7.9 eV

Geometry as ORCA input:
```
! wB97M-V def2-TZVPD RIJCOSX def2/J DEFGRID3
* xyz 0 1
P -2.311 6.257 -0.395
P -4.683 4.536 -1.439
C -3.702 7.167 -1.258
C -5.006 6.365 -1.211
H -3.381 7.339 -2.297
H -3.823 8.145 -0.768
H -5.511 6.487 -0.239
H -5.698 6.690 -2.002
C -4.996 4.472 -3.255
H -5.079 3.422 -3.559
H -4.161 4.936 -3.794
H -5.929 5.001 -3.487
C -6.328 3.937 -0.879
H -7.130 4.476 -1.399
H -6.414 4.091 0.204
H -6.399 2.864 -1.096
C -0.931 7.282 -1.045
H -0.014 7.005 -0.514
H -1.141 8.349 -0.894
H -0.805 7.075 -2.115
C -2.484 7.083 1.243
H -3.375 6.704 1.757
H -2.566 8.168 1.102
H -1.597 6.852 1.845
Pb 0.369 -0.805 0.869
C -2.488 0.706 -0.207
C -1.979 0.863 -1.432
C -1.560 2.146 -2.072
C -0.062 2.525 -1.911
C 0.557 2.405 -0.553
C -0.086 2.493 0.619
C -1.520 2.872 0.829
C -2.570 1.730 0.877
C 2.568 -0.275 1.137
H -2.891 -0.274 0.070
H -1.829 -0.028 -2.054
H -2.190 2.998 -1.767
H -1.731 2.019 -3.158
H 0.513 1.903 -2.622
H 0.053 3.569 -2.265
H 1.644 2.251 -0.564
H 0.464 2.321 1.551
H -1.846 3.639 0.106
H -1.575 3.361 1.819
H -2.477 1.191 1.837
H -3.573 2.206 0.915
H 2.861 -0.767 2.085
H 2.606 0.819 1.210
H 3.162 -0.653 0.306
C 2.422 -8.868 -0.051
C 1.880 -7.538 -0.394
C 2.620 -6.658 -1.168
C 2.153 -5.371 -1.422
C 0.944 -4.963 -0.826
C 0.093 -5.900 -0.218
C 0.608 -7.171 0.035
S 0.476 -3.250 -0.837
O 1.368 -2.759 0.322
O 0.840 -2.630 -2.107
O -0.925 -3.147 -0.402
H 2.679 -9.448 -0.931
H 3.317 -8.706 0.540
H 1.672 -9.374 0.540
H 3.581 -6.987 -1.561
H 2.721 -4.680 -2.050
H -0.928 -5.617 0.057
H 0.034 -7.922 0.585
*
```

***

No. 10
Formula: C5H8N2
Source: OMol25
Level of theory: ωB97M-V/def2-TZVPD

Results
* DFT total energy: -8290.0677 eV
* LUMO energy: 0.695 eV
* energy above the lowest of the compared OMol25 structures with the same formula, charge and spin: 113.7 kcal per mole
* SMILES: [H]/N=C/N1C[C@@H]1C=C
* frontier orbital gap: 0.35753 Ha
* HOMO level: -9.0 eV

Geometry as ORCA input:
```
! wB97M-V def2-TZVPD RIJCOSX def2/J DEFGRID3
* xyz 0 1
H 1.318 1.751 3.198
N 1.575 1.222 2.290
C 0.569 1.031 1.522
N 0.382 0.849 0.246
C 1.478 0.022 -0.282
C -0.033 -0.457 -0.374
C -0.933 -0.427 -1.453
C -2.133 -1.246 -1.412
H -0.364 1.168 2.130
H 1.996 0.608 -1.149
H 2.307 -0.525 0.260
H -0.425 -1.010 0.333
H -0.511 0.203 -2.397
H -2.768 -1.295 -2.285
H -2.459 -1.895 -0.627
*
```

***

No. 11
Formula: C4H2O2
Source: OMol25
Level of theory: ωB97M-V/def2-TZVPD

Results
* DFT total energy: -8268.8999 eV
* LUMO energy (alpha / beta): -2.173 / -2.634 eV
* energy above the lowest of the compared OMol25 structures with the same formula, charge and spin: 83.7 kcal per mole
* frontier orbital gap (alpha / beta): 0.26943 / 0.24565 Ha
* HOMO level (alpha / beta): -9.5 / -9.3 eV

Geometry as ORCA input:
```
! wB97M-V def2-TZVPD RIJCOSX def2/J DEFGRID3
* xyz 0 1
C 0.399 -0.713 1.718
C -0.462 0.717 -0.371
C -0.806 1.453 -1.391
C 0.205 -0.325 0.296
O -1.283 2.208 -2.140
O 0.954 -1.117 -0.513
H -0.452 -0.478 2.360
H 1.445 -1.745 0.042
*
```

***

No. 12
Formula: C4H8O2
Source: OMol25
Level of theory: ωB97M-V/def2-TZVPD

Results
* DFT total energy: -8365.9245 eV
* LUMO energy (alpha / beta): 0.427 / -0.220 eV
* energy above the lowest of the compared OMol25 structures with the same formula, charge and spin: 169.7 kcal per mole
* frontier orbital gap (alpha / beta): 0.35747 / 0.24253 Ha
* HOMO level (alpha / beta): -9.3 / -6.8 eV

Geometry as ORCA input:
```
! wB97M-V def2-TZVPD RIJCOSX def2/J DEFGRID3
* xyz 0 1
C 1.175 0.281 -0.053
C -0.210 -0.090 -0.224
C -1.307 0.864 0.041
C -0.453 -1.601 0.064
O 0.635 0.292 -1.309
O 2.376 -0.020 0.359
H 0.719 2.892 0.688
H -0.858 1.684 0.657
H -2.150 0.143 0.397
H -1.639 1.152 -0.979
H -0.297 -1.718 1.170
H 0.314 -2.075 -0.549
H -1.492 -1.848 -0.080
H 3.188 0.044 -0.183
*
```

***

Q: The highest DFT total energy belongs to which entry?
A: CH3NO2